Here is the ion C2H6NOS with charge +1 at a distorted geometry from the OMol25 dataset. Energies are from the ωB97M-V functional and the def2-TZVPD basis.

Positions of all 11 atoms, in Å:
C -2.3211 0.8084 -0.6154
C -0.2953 -0.3473 0.1877
N 0.7744 0.7733 -0.1293
O -1.4702 0.1945 0.3684
S -3.5738 1.6890 -0.1419
H -2.3723 0.5903 -1.6406
H -0.2530 -1.0254 -0.6815
H 0.0125 -0.7104 1.1183
H 0.9584 0.9705 -1.1164
H 1.6506 0.3921 0.2741
H 0.4609 1.6471 0.2628

Results
net charge	+1
relative energy (zero: lowest compared OMol25 entry of this formula, charge and spin)	13.6	kcal per mole
lowest unoccupied orbital energy	-4.289	eV
SMILES	[NH3+]COC=S
HOMO	-13.14	eV



Here is a structure of composition C4H19AsF6O5 at a distorted geometry from the OMol25 dataset. Energies are from the ωB97M-V functional and the def2-TZVPD basis.

Positions of all 35 atoms, in Å:
O -0.0012 0.1401 -0.2654
H -0.6339 -0.3855 -0.7605
H 0.5568 -0.4781 0.2123
H 0.4928 0.8233 -0.7245
As -3.2719 -2.7392 -3.9007
F -3.4720 -3.8684 -2.4824
F -4.2828 -3.9474 -4.7654
F -3.1199 -1.7108 -5.3194
F -2.3214 -1.6120 -2.8858
F -1.8046 -3.6027 -4.2055
F -4.7063 -1.8545 -3.4714
C -2.7670 0.9692 4.2208
O -2.0460 1.4916 3.1179
H -3.6550 0.5113 3.7851
H -2.3089 0.2489 4.8986
H -3.0082 1.7966 4.8881
H -2.5862 2.0357 2.5402
C 1.1557 4.3264 -1.0925
O 0.5453 3.3649 -1.8489
H 1.0653 4.0067 -0.0544
H 2.2245 4.4958 -1.2226
H 0.6750 5.2704 -1.3495
H 0.3260 3.7074 -2.7184
C 0.9970 -2.5301 3.6666
O 0.9837 -2.5404 2.2301
H 1.9190 -2.9710 4.0456
H 1.0740 -1.4858 3.9693
H 0.1230 -2.9906 4.1271
H 0.9088 -3.4671 1.9907
C 4.4930 0.3774 -1.4848
O 3.8346 0.6727 -0.1730
H 3.9020 -0.3550 -2.0347
H 4.6663 1.3377 -1.9704
H 5.4656 -0.0701 -1.2803
H 4.5767 1.0326 0.3182

Results
net charge	0
relative energy (zero: lowest compared OMol25 entry of this formula, charge and spin)	75.0	kcal per mole
lowest unoccupied orbital energy	-1.414	eV
HOMO	-10.75	eV



Here is the molecule C21H22N2O7 at a distorted geometry from the OMol25 dataset. Energies are from the ωB97M-V functional and the def2-TZVPD basis.

Positions of all 52 atoms, in Å:
C 3.6659 3.8227 0.6187
H 2.6310 3.9021 0.9572
O 3.7860 2.9968 -0.5166
C 3.5151 1.6636 -0.4619
C 3.8560 0.9681 -1.6197
C 3.6399 -0.3872 -1.7491
C 3.0782 -1.0991 -0.7024
C 2.7372 -0.4184 0.4585
C 2.9377 0.9481 0.6023
O 2.5717 1.6344 1.7406
C 2.1860 0.9029 2.8749
H 2.9512 0.1789 3.1715
H 1.2353 0.3798 2.7209
H 2.0609 1.6401 3.6672
H 2.2989 -0.9809 1.2693
C 2.7360 -2.5556 -0.8411
H 2.6944 -3.0330 0.1391
H 3.4776 -3.0712 -1.4514
C 1.3642 -2.6992 -1.5200
N 0.3733 -1.8972 -0.8328
C -0.1589 -2.2461 0.3852
O 0.0597 -3.2761 0.9661
C -1.0708 -1.1165 0.8343
H -0.7855 -0.7970 1.8382
C -0.9467 -0.0462 -0.2579
C -0.0085 -0.6491 -1.2890
O 0.3302 -0.1729 -2.3362
H -0.5454 0.9136 0.0700
C -2.3806 0.0794 -0.8016
H -2.4461 0.5778 -1.7655
C -2.8656 -1.3695 -0.7164
H -2.2936 -2.0498 -1.3436
H -3.9236 -1.4897 -0.9436
C -2.5547 -1.5216 0.7747
H -2.7763 -2.4816 1.2343
C -3.3383 -0.3480 1.3814
H -2.9976 -0.0801 2.3843
C -3.2146 0.7536 0.3034
C -4.6682 0.9182 -0.0471
N -5.4342 0.1403 0.6155
O -4.7489 -0.6254 1.4797
C -5.2117 1.8569 -1.0583
O -4.5136 2.5806 -1.7122
O -6.5409 1.8253 -1.1798
H -6.9369 1.1807 -0.5717
H -2.7795 1.6978 0.6319
H 1.4070 -2.3294 -2.5465
H 1.0384 -3.7418 -1.5033
H 3.9082 -0.8892 -2.6655
H 4.2939 1.5386 -2.4228
H 4.0174 4.8020 0.2936
H 4.2895 3.4696 1.4433

Results
net charge	0
relative energy (zero: lowest compared OMol25 entry of this formula, charge and spin)	59.5	kcal per mole
lowest unoccupied orbital energy	0.060	eV
SMILES	COc1ccc(CCN2C(=O)[C@@H]3[C@@H]4C[C@@H]([C@H]5C(C(=O)O)=NO[C@@H]45)[C@@H]3C2=O)cc1OC
HOMO	-8.14	eV



Here is the molecule C6H8N2S2 at a distorted geometry from the OMol25 dataset. Energies are from the ωB97M-V functional and the def2-TZVPD basis.

Positions of all 18 atoms, in Å:
C 0.6876 0.4694 1.8135
C -1.2310 -1.1301 0.7845
C -1.2088 0.7156 -1.1770
C 0.1323 -0.5855 2.6380
C -0.4642 -0.2683 -0.1948
C 1.1168 0.5281 -2.8443
N -1.0539 -1.1907 2.0504
N 0.4256 0.6007 0.5906
S -2.7141 1.1993 -0.7242
S -0.4335 1.4088 -2.5733
H 1.3741 1.1837 2.1977
H -2.0092 -1.7100 0.3162
H 0.8313 -1.4258 2.8373
H -0.2717 -0.2362 3.6877
H 0.3621 -0.7739 -0.8252
H 1.5291 0.6331 -1.8131
H 1.8609 1.0765 -3.4655
H 1.0665 -0.4947 -3.2984

Results
net charge	0
relative energy (zero: lowest compared OMol25 entry of this formula, charge and spin)	61.3	kcal per mole
lowest unoccupied orbital energy	-0.232	eV
SMILES	CSC(=S)[C@@H]1C=NCC=N1
HOMO	-8.67	eV



Here is a cluster of 5 separate species, C40H67BIN6O9P in total at a distorted geometry from the OMol25 dataset. Energies are from the ωB97M-V functional and the def2-TZVPD basis.

Positions of all 125 atoms, in Å:
C -4.4547 0.3281 -6.8741
C -6.0533 0.3625 -6.4849
C -6.8673 -0.6182 -7.5394
C -6.6978 -2.2195 -7.1462
C -7.5309 -2.5504 -5.7546
C -6.5776 -2.8550 -4.4558
C -5.6160 -4.1863 -4.6078
C -4.0277 -3.8442 -4.8704
C -3.2269 -3.2992 -3.5303
C -3.1541 -1.6660 -3.4048
C -1.6604 -1.0197 -3.6239
C -0.5683 -1.4671 -2.4392
C -0.7694 -0.5230 -1.1144
C 0.5734 0.3048 -0.6453
C 0.3179 0.8598 0.9024
C -0.0397 2.4980 0.9281
C 1.0390 3.3878 1.7507
N 2.4098 2.8595 1.2507
C 3.2303 2.6908 2.3633
O 4.1198 2.4410 3.3543
O 1.1117 3.3181 3.1707
C 0.0071 2.9272 3.9719
O -0.4223 1.5089 3.9332
B -1.3444 3.8472 4.0030
O -2.2958 3.5815 5.1412
O -1.7330 4.9353 3.0960
C -3.0943 4.6583 2.5284
P 0.6837 3.0917 5.8078
O 2.2896 3.1045 5.7359
O 0.2215 4.6405 6.5126
O 0.2394 1.7375 6.8077
C 1.0951 5.0044 1.3218
C -0.0754 5.4582 0.2780
N 1.1689 5.7810 2.6160
C 0.9909 7.2696 2.4401
C 1.2942 8.0625 3.8751
O 0.7624 9.2960 4.0499
I 2.4529 7.2528 5.5458
H -4.1939 1.0415 -7.7651
H -3.8122 0.5749 -5.9275
H -4.1657 -0.7872 -7.1866
H -6.4912 1.4569 -6.4582
H -6.1764 -0.0700 -5.3957
H -8.0108 -0.3039 -7.4992
H -6.5008 -0.3977 -8.6369
H -7.1939 -2.8208 -8.0392
H -5.5651 -2.5333 -7.0642
H -8.1377 -1.5557 -5.5080
H -8.3648 -3.3794 -5.9416
H -7.3148 -3.0844 -3.5486
H -5.9655 -1.8857 -4.2072
H -5.7950 -4.8794 -3.6573
H -6.0529 -4.8053 -5.5259
H -3.5121 -4.8835 -5.1502
H -3.8809 -3.1227 -5.7806
H -2.1651 -3.8355 -3.4957
H -3.8657 -3.6798 -2.5976
H -3.6706 -1.3576 -2.3890
H -3.8341 -1.2276 -4.2797
H -1.7865 0.1565 -3.4778
H -1.2511 -1.2651 -4.7173
H -0.8969 -2.5760 -2.1426
H 0.5298 -1.5466 -2.8353
H -1.6977 0.1852 -1.2539
H -1.0554 -1.2599 -0.2210
H 0.9153 1.1450 -1.3861
H 1.4672 -0.4695 -0.5594
H 1.1679 0.5692 1.6514
H -0.6537 0.2738 1.2747
H -0.0979 2.7521 -0.2383
H -1.1535 2.5528 1.3051
H -1.1210 1.3118 4.6229
H -2.9551 2.9387 4.7465
H -3.1725 5.3145 1.5367
H -3.1305 3.4970 2.3089
H -3.8602 5.0045 3.3490
H -0.5284 4.4509 7.1722
H 1.1056 1.3115 7.0955
H 2.1246 5.2387 0.7608
H 0.1434 4.8616 -0.7343
H -1.1684 5.1692 0.5740
H -0.0804 6.5863 -0.0255
H 2.1827 5.6783 2.9252
H 1.5493 7.7383 1.5246
H -0.1727 7.4490 2.2416
N 1.7249 -1.7742 3.0313
C 2.6411 -2.1196 2.0722
C 2.5423 -3.4763 1.8581
C 1.5266 -3.9653 2.7140
C 1.0370 -2.8925 3.4248
H 1.5787 -0.8402 3.3917
H 3.2843 -1.3727 1.6266
H 3.1365 -4.0514 1.1599
H 1.1883 -4.9897 2.8018
H 0.2610 -2.8296 4.1760
N 7.0351 -4.6720 -0.1379
C 6.0520 -3.8552 0.3569
C 6.0778 -3.9423 1.7309
C 7.1170 -4.8386 2.0772
C 7.6933 -5.2718 0.9041
H 7.2431 -4.8099 -1.1184
H 5.4189 -3.2847 -0.3094
H 5.4201 -3.4160 2.4105
H 7.4135 -5.1356 3.0749
H 8.5123 -5.9548 0.7221
N 5.6192 2.1316 6.3393
C 5.4084 0.9566 7.0127
C 6.0063 1.0613 8.2487
C 6.5934 2.3468 8.3257
C 6.3366 2.9873 7.1341
H 5.2954 2.3356 5.4027
H 4.8538 0.1482 6.5554
H 6.0173 0.2950 9.0130
H 7.1436 2.7611 9.1606
H 6.6033 3.9757 6.7843
N 3.3136 -4.2355 -3.5146
C 3.1836 -4.9967 -4.6470
C 1.9070 -5.5123 -4.6690
C 1.2417 -5.0407 -3.5122
C 2.1326 -4.2522 -2.8191
H 4.1497 -3.7384 -3.2363
H 4.0090 -5.1073 -5.3374
H 1.4986 -6.1574 -5.4361
H 0.2222 -5.2528 -3.2170
H 2.0280 -3.7041 -1.8922

Results
net charge	0
lowest unoccupied orbital energy	-0.608	eV
SMILES	CCCCCCCCCCCCCCCC[C@](N=C=O)(O[C@](O)(B(O)OC)P(=O)(O)O)[C@@H](C)NCC(=O)I.c1cc[nH]c1.c1cc[nH]c1.c1cc[nH]c1.c1cc[nH]c1
HOMO	-7.71	eV



Here is a structure of composition C22H23BrCsN7O2S2 from the OMol25 dataset. Energies are from the ωB97M-V functional and the def2-TZVPD basis.

Positions of all 58 atoms, in Å:
Cs 4.0311 0.0672 -0.9486
C 1.6487 -3.8195 2.5381
C 3.0322 -3.3042 2.6676
N 3.6811 -3.1228 3.7686
N 4.8808 -2.5986 3.3680
C 5.0000 -2.4306 2.0410
S 6.2752 -1.7788 1.1887
N 3.7965 -2.9125 1.5862
N 3.4392 -2.9428 0.2489
H 1.2627 -4.0371 3.5301
H 1.6198 -4.7282 1.9355
H 1.0047 -3.0774 2.0608
H 5.5774 -2.3386 4.0430
H 3.3777 -3.8997 -0.0761
H 2.5606 -2.4540 0.0952
Br -5.2501 4.3709 -0.3533
C -5.0116 2.4901 -0.4004
C -4.2345 1.9292 -1.4035
C -4.0337 0.5614 -1.4219
C -4.6117 -0.2426 -0.4425
C -5.4346 0.3242 0.5191
C -5.6218 1.6997 0.5564
N -4.5060 -1.6733 -0.4996
N -3.4043 -2.2481 -0.5098
C -2.1798 -1.5744 -0.2822
C -1.9885 -0.5898 0.6701
C -0.7492 -0.0069 0.8925
C 0.3948 -0.3536 0.1399
O 1.5108 0.2263 0.2591
C 0.2142 -1.4449 -0.8179
N 1.3134 -1.8455 -1.5090
C 1.1982 -2.8430 -2.3539
C -0.0110 -3.5193 -2.5966
C -1.1313 -3.1208 -1.9261
C -1.0498 -2.0550 -0.9989
H -3.7863 2.5594 -2.1594
H -3.4158 0.1131 -2.1892
H -5.9158 -0.3148 1.2483
H -6.2433 2.1478 1.3191
H -2.8250 -0.2750 1.2800
H -0.6306 0.7420 1.6661
H 2.1000 -3.1411 -2.8823
H -0.0375 -4.3366 -3.3047
H -2.0848 -3.6078 -2.0800
O 3.2325 2.7833 -0.4190
S 2.0204 3.1601 0.3916
C 1.9350 4.9708 0.2870
C 1.2952 5.2947 -1.0552
C 0.0905 4.3583 -1.1357
C 0.5847 2.9728 -0.7210
H 2.9509 5.3356 0.4262
H 1.3108 5.3166 1.1149
H 2.0033 5.0763 -1.8571
H 1.0120 6.3449 -1.1301
H -0.3508 4.3345 -2.1326
H -0.6863 4.6997 -0.4471
H 1.0049 2.4061 -1.5524
H -0.1654 2.3518 -0.2358

Results
net charge	0
relative energy (zero: lowest compared OMol25 entry of this formula, charge and spin)	4.5	kcal per mole
lowest unoccupied orbital energy	-0.027	eV
HOMO	-6.85	eV



Here is a structure of composition C61H53F6N13O33S6V at a distorted geometry from the OMol25 dataset. Energies are from the ωB97M-V functional and the def2-TZVPD basis.

Positions of all 173 atoms, in Å:
V -3.1360 0.5860 1.7453
N -3.7578 2.3201 1.0314
S -4.9154 2.9802 0.1735
O -4.6035 3.4971 -1.1571
O -6.1446 3.4167 0.8226
F -5.2886 1.5757 -0.4158
S -3.0682 3.9206 1.1518
O -3.7753 4.9650 1.9028
O -2.1877 4.3880 0.0830
F -1.9030 3.4065 2.1786
N -2.7450 0.6070 3.6758
S -2.7573 1.7871 4.9672
O -1.7043 2.7541 5.0611
O -3.4921 1.4717 6.1748
F -3.8709 2.6277 4.1422
S -2.0439 -0.3393 4.6555
O -2.8982 -1.1635 5.5237
O -0.6361 -0.2126 4.9860
F -1.8887 -1.3501 3.4207
N -3.8690 -1.0403 0.9252
S -3.5995 -1.8190 -0.6346
O -4.7493 -2.1205 -1.5320
O -2.3304 -2.4177 -0.9148
F -3.3121 -0.3671 -1.2092
S -4.7294 -2.2619 1.3091
O -4.1823 -3.6051 1.1755
O -6.1681 -2.1260 1.1733
F -4.5794 -2.0011 2.8419
C 0.0870 0.5601 0.1847
O -1.0539 0.5112 0.9568
H 0.9220 -0.0571 0.5163
H 0.4919 1.5715 0.1494
H -0.1755 0.2739 -0.8337
C 4.8975 -0.4832 2.4374
C 6.2545 -0.5510 2.0753
C 6.6039 0.1773 0.9112
C 5.5976 0.7008 0.0832
C 4.2465 0.5838 0.4234
C 3.8633 -0.0309 1.6279
N 6.0001 1.3260 -1.2495
O 7.1962 1.3413 -1.5197
O 5.2049 1.7854 -2.0261
H 4.6485 -0.8714 3.4140
H 6.9640 -0.9261 2.7980
H 7.6514 0.3099 0.6840
H 3.4933 1.0658 -0.1821
H 2.8458 -0.0611 1.9888
C -7.4638 -2.0304 6.1181
C -6.1833 -1.4614 5.9572
C -6.0645 -0.5555 4.9640
C -7.0897 -0.2082 4.1276
C -8.3094 -0.7549 4.2924
C -8.5157 -1.7073 5.2661
N -6.7932 0.6811 2.9785
O -5.6130 0.7679 2.5091
O -7.6857 1.3624 2.4303
H -7.4897 -2.8640 6.8043
H -5.3249 -1.6637 6.5806
H -5.1172 -0.0565 4.8218
H -9.0890 -0.4536 3.6085
H -9.4999 -2.1302 5.4036
C -5.0067 -5.9110 -2.0718
C -4.5241 -5.6201 -3.3688
C -3.1568 -5.2660 -3.5731
C -2.2785 -5.3077 -2.4438
C -2.7763 -5.6871 -1.1320
C -4.1245 -5.9646 -0.9560
N -0.8747 -4.9067 -2.5810
O -0.0626 -5.6563 -1.9552
O -0.5857 -3.9491 -3.3367
H -6.0719 -6.0738 -1.9999
H -5.1477 -5.6678 -4.2493
H -2.8995 -5.0015 -4.5881
H -2.0816 -5.7462 -0.3072
H -4.4930 -6.1791 0.0363
C 0.1709 2.9723 -2.5590
C 1.5022 2.6989 -2.5159
C 2.2984 3.1334 -3.6305
C 1.7362 3.8634 -4.6629
C 0.3873 4.1736 -4.6609
C -0.3915 3.7136 -3.5924
N 2.5541 4.1183 -5.9115
O 2.0451 4.4709 -6.9703
O 3.7622 3.9436 -5.8008
H -0.4486 2.6682 -1.7283
H 1.8407 2.1469 -1.6515
H 3.3178 2.7810 -3.5757
H -0.0991 4.7396 -5.4415
H -1.4544 3.8501 -3.7264
C -1.1582 -0.8924 -5.1114
C -1.2181 0.4541 -4.9383
C -2.4421 0.9940 -4.7245
C -3.5076 0.1684 -4.4180
C -3.3529 -1.2365 -4.4056
C -2.2083 -1.7713 -4.8637
N -4.8259 0.8605 -4.0967
O -4.9711 1.9983 -4.5181
O -5.7101 0.2409 -3.5233
H -0.2117 -1.3206 -5.4064
H -0.3460 1.0038 -5.2603
H -2.5289 2.0688 -4.7852
H -4.2269 -1.7515 -4.0349
H -2.1520 -2.8473 -4.9371
C 0.4850 -4.6299 1.9097
C 1.3156 -5.1972 2.8672
C 1.8586 -4.3417 3.8244
C 1.6952 -2.9900 3.7811
C 0.8563 -2.4756 2.8319
C 0.2685 -3.2473 1.8681
N 2.1909 -2.1189 4.8569
O 2.4445 -0.9658 4.5781
O 2.4220 -2.5676 6.0237
H -0.0019 -5.2790 1.1970
H 1.4717 -6.2556 3.0151
H 2.1685 -4.8256 4.7389
H 0.5464 -1.4485 2.9552
H -0.3515 -2.9164 1.0480
C 5.5849 -3.4782 0.4832
C 4.6612 -4.0093 1.5114
C 4.6823 -5.3314 1.7292
C 5.5421 -6.1885 0.9885
C 6.2923 -5.7172 -0.0976
C 6.3552 -4.3563 -0.2822
N 5.4522 -7.6710 1.2610
O 5.9662 -8.4742 0.4502
O 5.0717 -7.9781 2.3923
H 5.6181 -2.4612 0.1213
H 3.9669 -3.3769 2.0447
H 4.0738 -5.7599 2.5118
H 6.8318 -6.4478 -0.6821
H 6.9067 -3.8413 -1.0549
C 1.9220 2.3342 4.3078
C 1.3304 2.7225 3.1404
C 2.0875 3.2404 2.0861
C 3.4669 3.3969 2.1608
C 4.0934 2.9816 3.3131
C 3.3588 2.4343 4.3776
N 4.2438 3.8975 0.9865
O 3.6487 4.2368 -0.0514
O 5.4603 3.9544 1.0755
H 1.3563 1.9045 5.1213
H 0.2584 2.6042 3.0843
H 1.4799 3.5193 1.2378
H 5.1554 3.1192 3.4530
H 3.9636 2.1089 5.2111
C 1.2715 -1.9268 -2.0830
C 1.4049 -0.8950 -2.9993
C 2.6970 -0.6374 -3.4585
C 3.7660 -1.4425 -3.1199
C 3.5570 -2.5407 -2.2395
C 2.3056 -2.7795 -1.7412
N 5.1033 -1.0678 -3.5990
O 6.0754 -1.6695 -3.1243
O 5.2168 -0.2459 -4.4651
H 0.3041 -2.2529 -1.7305
H 0.4912 -0.3314 -3.1167
H 2.8210 0.1421 -4.1956
H 4.2842 -3.3387 -2.2141
H 2.1517 -3.6431 -1.1112
C 1.1529 6.8728 -1.4101
C 2.1198 7.4223 -2.3054
C 1.8641 8.5240 -3.0732
C 0.6604 9.1897 -3.0018
C -0.3550 8.7051 -2.0789
C -0.0657 7.5481 -1.2770
N 0.3865 10.4169 -3.7769
O -0.8172 10.7981 -3.7950
O 1.2841 11.0638 -4.3223
H 1.2961 5.9508 -0.8664
H 3.0108 6.8214 -2.4127
H 2.5540 8.8977 -3.8153
H -1.3484 9.1274 -2.0439
H -0.8349 7.2491 -0.5804

Results
net charge	-1
multiplicity	3
lowest unoccupied orbital energy (alpha / beta)	-1.732 / -1.228	eV
HOMO (alpha / beta)	-8.10 / -8.18	eV